Entry 1:
The following is a quantum chemistry calculation of C38H30OPPtS2 as an isolated structure, from the OMol25 dataset.

Results
* charge: -1
* molecular weight: 792.8 g/mol
* energy relative to the best compared isomer or geometry (same formula, charge and spin): 0.000 eV
* strongest force on any atom: 0.0076 Eh/bohr
* frontier orbital gap: 6.9812 eV
* HOMO: -4.4 eV
* total energy: -2798.452414 hartree

Atoms and positions in Å:
1 H -2.90870 5.11856 1.58708
2 C -0.08156 2.30559 4.49895
3 H 5.75658 -1.28076 2.37458
4 H -2.46161 0.39953 -2.76570
5 C -0.85808 0.24083 2.82651
6 H -1.63366 3.04495 1.76120
7 H 1.03063 -5.96000 -3.34416
8 H 3.24728 -3.07625 1.30406
9 C -1.32300 0.28906 4.13253
10 P -0.24643 -0.89058 -1.18350
11 C 1.44285 -4.49657 -1.81665
12 H 2.69372 -6.23804 -1.52441
13 H -2.35461 6.80685 -0.14309
14 C -1.46591 1.61753 -4.22085
15 C 5.46531 -0.94084 3.36941
16 C 0.93412 1.62174 -4.13406
17 S 1.77771 -2.12756 3.79022
18 C -0.50876 -2.94583 -3.11522
19 C -0.17120 -4.22100 -3.61202
20 Pt 1.26353 -0.68362 0.39589
21 H -0.66808 -4.60357 -4.49529
22 C -0.73994 5.63387 -0.94866
23 C 1.11966 -3.20808 -1.31525
24 C -0.94133 1.32268 4.97522
25 C 3.04156 -4.73057 -0.04497
26 C -3.86537 -2.28252 0.16228
27 H 1.88777 1.96913 -4.51129
28 H -1.12083 -0.59837 2.19451
29 H 3.79874 -5.30873 0.47372
30 C 1.78816 -2.62768 -0.17690
31 C 3.10974 -1.38363 3.16208
32 H -0.49386 6.34942 -1.72460
33 H -4.36784 1.02314 0.69614
34 C -2.08845 4.94344 0.90054
35 C -0.03758 1.24779 2.31708
36 C -0.01499 4.45753 -0.84535
37 C 0.89483 0.75062 -3.05864
38 C 2.72334 -3.43707 0.42946
39 H 1.04792 2.15027 -0.81581
40 C -1.78357 5.88958 -0.06972
41 C 0.51049 1.18872 0.94208
42 C -2.61043 0.16735 -0.16970
43 H 1.81329 0.41746 -2.58681
44 C -2.59702 -2.22622 -0.40130
45 C -4.51061 -1.11729 0.54868
46 C -1.96043 -1.00153 -0.57098
47 H -1.26406 -2.35094 -3.61795
48 C -0.24952 2.05855 -4.71670
49 C 0.48577 2.24544 0.10867
50 C -0.29065 3.50033 0.13946
51 C -3.87991 0.10927 0.38109
52 C -0.32616 0.29705 -2.55907
53 C 0.77258 -4.97510 -2.96873
54 H -1.95841 -0.50698 4.50150
55 H 6.22635 -1.20838 4.10002
56 H -1.28770 1.34924 6.00128
57 C -1.50630 0.73903 -3.14466
58 H 1.04338 3.02523 2.81933
59 H -2.10968 1.12504 -0.26902
60 O 4.28240 -1.59718 3.80704
61 H -0.22183 2.74441 -5.55437
62 C -1.36054 3.76792 1.00391
63 S 3.16738 -0.34771 1.78908
64 C 0.36226 2.26701 3.18758
65 H 5.33455 0.14134 3.34496
66 H -4.34655 -3.24260 0.30120
67 H -5.50059 -1.16390 0.98529
68 H -2.09534 -3.14001 -0.69500
69 C 2.43215 -5.25480 -1.14866
70 H -2.39110 1.96025 -4.66708
71 H 0.79044 4.26049 -1.54473
72 H 0.25020 3.10162 5.15537
73 C 0.10748 -2.47395 -1.98709

---

Entry 2:
The following is a quantum chemistry calculation of C38H31AsCoGeNO2S as an isolated structure, from the OMol25 dataset.

Results
* charge: +1
* molecular weight: 772.2 g/mol
* energy relative to the best compared isomer or geometry (same formula, charge and spin): 0.000 eV
* strongest force on any atom: 0.0141 Eh/bohr
* frontier orbital gap (alpha / beta): 6.7907 / 6.5626 eV
* spin multiplicity: 4
* HOMO (alpha / beta): -11.1 / -11.2 eV
* total energy: -7765.259159 hartree

Atoms and positions in Å:
1 H -0.29124 4.08883 -6.83448
2 C -1.22004 2.91225 -3.28650
3 H -5.92409 2.42970 1.12196
4 C 2.62835 -1.56596 -5.23487
5 H 2.52498 -3.63695 -4.67408
6 C -4.12597 2.41434 -0.03725
7 O -1.29255 -6.88009 1.48716
8 C -1.41393 -2.98496 -1.77563
9 H -7.30486 3.34854 -0.71138
10 H -2.01062 -4.30474 1.27544
11 H 3.66848 -3.58158 3.57342
12 C 2.13306 0.02673 -3.51122
13 H 2.77385 0.18594 1.77421
14 C 3.30323 -1.62671 2.77983
15 H -1.44287 2.28530 1.44332
16 C -6.24999 3.16805 -0.86732
17 H 1.71050 5.04328 2.24719
18 H -2.54293 -2.33985 -0.05788
19 H 1.89756 -3.16890 -2.35086
20 H 0.49511 4.35532 -1.79148
21 C 2.41138 -2.61248 -4.34501
22 H -2.13437 -6.41035 1.43578
23 H 2.69500 -4.76229 1.63759
24 O 0.57326 -7.06025 0.31434
25 C -0.54923 3.75735 -5.83760
26 C 2.21786 -2.96173 0.58626
27 C -3.54607 2.70700 -1.26879
28 C -5.67484 3.44362 -2.09803
29 C -5.47604 2.65262 0.16314
30 C -1.63894 -4.24884 0.25898
31 H -3.88315 3.42448 -3.27124
32 C -0.42446 2.41849 -5.50011
33 C 0.37662 4.15602 -0.73462
34 C -1.01507 4.67534 -4.90462
35 C 2.49846 -0.24943 -4.82006
36 S -1.64186 -1.50028 -2.76666
37 H 1.39529 0.97851 -0.63536
38 H 2.01767 1.05780 -3.19556
39 H 3.72394 -1.11354 3.63364
40 C 2.05938 -2.34820 -3.03478
41 H 1.78774 -3.49024 -0.25537
42 C -0.72135 3.00365 1.07592
43 H -1.11812 5.71794 -5.17366
44 Ge 1.59684 -0.52690 -0.81676
45 C 2.24728 -1.56742 0.62485
46 H 2.68148 0.56204 -5.51157
47 H 2.90940 -1.78235 -6.25690
48 C 2.72454 -3.68117 1.65456
49 C -0.37925 -5.14772 -1.57439
50 H -0.07613 1.70170 -6.23213
51 C 2.77922 -0.89679 1.72598
52 C -1.92443 -3.11598 -0.48964
53 C -0.59825 3.26933 -0.28508
54 H -0.29052 -3.93209 -3.33633
55 C -1.35404 4.25667 -3.62785
56 H -3.53588 2.00213 0.77303
57 C 3.27008 -3.01369 2.74344
58 H -0.67972 0.94107 -3.96562
59 As -1.68678 2.27985 -1.54132
60 C 1.91567 -1.02386 -2.61731
61 C 1.20434 4.79290 0.17945
62 Co -1.28815 -0.14774 -1.09795
63 C 0.10568 3.64696 1.98379
64 C -0.66279 -4.02059 -2.32497
65 H 0.00212 3.43810 3.03999
66 C -0.85645 -5.26618 -0.27284
67 H 1.95574 5.48738 -0.17220
68 H -1.72256 4.97275 -2.90232
69 H -6.27910 3.83810 -2.90374
70 C 1.06602 4.54317 1.53683
71 C -0.45195 -6.47520 0.51291
72 C -4.32175 3.21334 -2.30466
73 C -0.56486 -0.55719 0.69422
74 C -0.76106 1.99198 -4.22278
75 H 0.22606 -5.94774 -1.98027
76 N -0.50860 -0.66361 1.84298

---

Entry 3:
The following is a quantum chemistry calculation of C38H31BBrF4IN7O5SSn as an isolated structure, from the OMol25 dataset.

Results
* charge: -2
* molecular weight: 1110.1 g/mol
* energy relative to the best compared isomer or geometry (same formula, charge and spin): 0.776 eV
* strongest force on any atom: 0.0087 Eh/bohr
* frontier orbital gap (alpha / beta): 3.7376 / 6.0970 eV
* spin multiplicity: 2
* HOMO (alpha / beta): -0.6 / -3.0 eV
* total energy: -6134.988299 hartree

Atoms and positions in Å:
1 H -4.07748 -1.97838 -6.83158
2 O 0.04509 -2.10990 -1.05742
3 N 0.98687 -1.42306 1.31785
4 H -7.63484 0.19599 -0.86197
5 H 2.12185 -4.61444 1.20509
6 C 1.93965 -3.64027 1.64048
7 C -3.70139 -1.66607 -4.74359
8 H 2.66427 0.75581 0.88876
9 C -3.84360 0.96692 -0.74856
10 C -3.80772 -1.25855 -6.06832
11 C -3.35886 -0.74023 -3.77349
12 O 0.99725 -4.14266 -1.03098
13 C -1.98375 -3.65035 0.80234
14 Br 1.01840 0.61830 3.12426
15 C 0.01949 3.62053 0.77555
16 H -6.81816 2.27184 0.20757
17 H -3.00466 0.60759 2.25459
18 C 0.76980 -3.05306 -0.49981
19 H 2.80879 -4.06511 3.55548
20 C 1.38717 3.28787 -1.03676
21 N -2.00314 -2.45207 1.42587
22 O -2.33184 -1.38887 0.71775
23 I 5.94270 0.03262 -3.00791
24 H 3.23514 3.55273 -2.94190
25 H 2.57192 -0.65283 -2.89525
26 F -3.02620 -1.28628 7.06405
27 C -5.67440 -0.47504 -1.40515
28 C -6.57398 0.41483 -0.84213
29 C -4.32058 -0.18103 -1.36092
30 C 4.33228 0.12062 -1.72492
31 H -3.64206 0.37818 -7.44617
32 B -1.65368 -1.41195 6.76280
33 C -4.75501 1.85649 -0.19268
34 H -4.38628 2.74512 0.30329
35 C 2.31724 -3.33790 2.92388
36 O 0.28658 4.84599 0.85363
37 H -0.38674 0.56605 -4.18983
38 F -0.89860 -0.58673 7.60992
39 H -1.70394 -1.35154 3.15437
40 C -6.11340 1.58249 -0.24157
41 N 0.47564 2.72414 -0.07914
42 C 1.44897 1.43647 -4.86753
43 H 3.30880 2.48313 -5.18449
44 H -3.00526 2.01241 -5.69494
45 O -3.76084 -2.68530 -2.05899
46 H -2.81512 1.29812 -3.34562
47 H 2.43321 3.23083 -0.68726
48 H 1.20646 4.36441 -1.17649
49 H -3.88706 -2.68863 -4.44005
50 C -3.20797 0.98180 -5.43164
51 H -1.58796 -5.72336 0.95504
52 H 5.11865 0.97813 0.19147
53 H -2.84185 1.33158 4.63712
54 C 1.37199 2.63170 -2.39892
55 N 3.06257 0.48936 -0.00517
56 C -2.32152 1.87208 3.85830
57 H -2.24487 -3.60777 -0.24491
58 C -1.53326 2.98040 4.14857
59 H -2.78230 1.17150 -0.66492
60 C 2.43785 2.89601 -3.26992
61 H -0.99621 -5.57550 3.39030
62 C -2.38747 1.45405 2.54170
63 C -0.83665 3.58952 3.12274
64 C 2.01568 -2.02207 3.42116
65 C 2.47956 2.29925 -4.51120
66 C 3.00378 -0.24563 -1.99626
67 H -5.99685 -1.40476 -1.85862
68 C -1.32286 -3.45976 3.45348
69 H 1.43771 0.92380 -5.82069
70 C -3.10315 0.58342 -4.10866
71 C -3.56282 0.06239 -6.41306
72 S -3.14231 -1.33267 -2.07721
73 N 2.25136 -0.00657 -0.94046
74 C 1.27292 -2.71379 0.83717
75 F -1.44032 -1.04407 5.41411
76 H -1.45091 3.33248 5.16981
77 N -1.68752 2.01230 1.54876
78 C -1.62882 -4.78506 1.48899
79 C 0.43014 1.23950 -3.95317
80 C -1.67699 -2.34114 2.72279
81 H -0.20771 4.45622 3.27552
82 H 2.25753 -1.70394 4.42365
83 N 0.37520 1.82115 -2.75267
84 C -1.29199 -4.69586 2.83455
85 C 1.38231 -1.17046 2.57914
86 C -0.90162 3.04652 1.83845
87 Sn -0.24317 -0.18513 -0.14205
88 F -1.26357 -2.76251 6.92774
89 H -1.07255 -3.32211 4.49657
90 C 4.33070 0.59166 -0.43071